[1]
Density functional theory data (wB97M-V/def2-TZVPD) for an isolated molecule of C18H23N3O5S.

XYZ file:
```
50
Properties=species:S:1:pos:R:3:forces:R:3
S -0.173698 2.270823 1.626028 0.23 0.77 0.39
O -0.616164 -2.112737 2.852990 -0.01 -0.15 0.15
O 2.739962 1.096120 0.724839 -0.23 0.01 0.32
O 1.144229 -1.568334 4.133392 0.32 0.24 -0.01
O 3.812656 -0.578427 -0.308356 0.16 0.00 -0.11
O 1.612092 1.590569 -2.663887 0.12 0.20 -0.17
N -0.018320 -0.270350 1.005749 -0.34 -0.27 -0.15
N -0.336514 0.535778 -2.195768 0.18 -0.07 -0.04
N -1.957330 0.843074 0.333289 0.08 -0.25 -0.03
C -2.645495 -0.339953 -0.118827 -0.05 -0.39 -0.20
C 3.404468 2.070592 -0.077046 0.28 0.23 -0.38
C 1.665514 -0.764013 -2.478045 0.13 -0.33 -0.01
C -2.377287 1.959567 -1.794836 -0.06 -0.23 0.14
C -0.917825 1.871155 -2.229810 -0.10 0.77 -0.05
C -0.751498 0.871383 0.954498 0.18 0.08 0.22
C -2.506972 -0.487545 -1.649922 -0.18 0.11 0.14
C -2.504332 2.038391 -0.265885 -0.09 0.54 -0.25
C 0.952493 -1.896000 -2.257392 0.13 0.30 -0.05
C -0.429984 -1.816342 -2.007922 -0.30 0.16 0.01
C 2.254495 -1.107494 1.432642 -0.04 0.32 -0.07
C 3.019833 -0.172611 0.501374 -0.08 -0.53 0.16
C -3.127065 0.737082 -2.316124 0.04 0.05 -0.05
C 1.043736 0.526346 -2.463676 -0.04 -0.07 0.01
C 0.696429 -2.466784 5.143383 -0.25 -0.28 0.15
C 0.394835 -1.483974 3.042205 -0.17 0.25 -0.37
C -1.046329 -0.595639 -1.987991 -0.16 -0.85 0.02
C 0.974686 -0.505529 2.021661 0.25 -0.12 0.22
H 2.727281 -0.781297 -2.661053 0.06 0.03 0.00
H 3.231185 3.024052 0.414756 0.00 -0.05 0.01
H -3.558397 2.130786 0.016209 0.00 0.00 0.02
H 0.645789 -3.483536 4.749262 0.01 0.08 0.06
H -2.800749 2.875497 -2.215757 0.07 -0.04 0.01
H -1.960841 2.900024 0.124338 -0.17 -0.15 -0.05
H 1.422935 -2.402839 5.948642 -0.03 0.01 -0.05
H -0.294373 -2.174270 5.495184 0.09 -0.03 -0.01
H 1.198944 0.453294 2.504082 -0.07 -0.26 -0.08
H 2.029860 -2.018250 0.872849 0.08 0.02 0.00
H -4.188525 0.802729 -2.070323 -0.04 -0.02 -0.01
H -0.806278 2.239708 -3.256590 0.00 -0.01 0.15
H 1.435028 -2.861831 -2.272425 0.11 -0.08 -0.01
H -3.017097 -1.402115 -1.963952 0.12 0.04 0.01
H 2.930509 -1.369498 2.249903 0.01 -0.05 -0.06
H -3.032177 0.665645 -3.401507 -0.06 -0.01 -0.04
H -0.425333 -1.120342 0.638704 0.00 0.12 -0.03
H -1.009798 -2.709406 -1.838234 -0.14 -0.04 0.01
H -0.286964 2.508803 -1.600643 -0.10 -0.08 -0.14
H -3.707133 -0.216579 0.128501 0.06 -0.08 0.01
H 4.470335 1.845544 -0.135974 -0.06 0.05 0.06
H -2.290858 -1.230695 0.401068 -0.04 0.06 0.00
H 2.980042 2.079434 -1.083601 0.07 -0.02 0.17
```
Positions in Å, forces in eV/Å.

The electronic energy comes out at -1638.4316 hartree. Its LUMO energy is 0.5 eV. Its HOMO energy is -8.01 eV. The spin multiplicity is 1. The energy above the lowest of the compared OMol25 structures with the same formula, charge and spin is 0.000 eV.

Results of the Mulliken charge analysis, in e, for atoms 1 through 5:
1. S -0.47
2. O -0.61
3. O -0.21
4. O -0.31
5. O -0.66


[2]
Density functional theory data (wB97M-V/def2-TZVPD) for a structure of composition C28H20Cl4IrN6O6S2.

XYZ file:
```
67
Properties=species:S:1:pos:R:3:forces:R:3
Ir -0.076043 -0.067617 -0.146399 0.01 -0.76 -0.31
Cl 4.220377 0.300011 -2.640664 -0.02 -0.01 0.00
Cl 1.506517 -4.809062 -0.254348 0.01 0.01 0.00
Cl 5.608890 -2.510402 -2.948188 0.02 0.00 0.01
Cl 4.258285 -5.048884 -1.769254 0.01 0.01 0.01
S 1.830138 -0.103830 2.711611 0.10 -0.02 -0.11
S -1.886395 -0.705907 -2.977074 -0.07 0.14 -0.03
O -2.739226 -1.593551 -2.240311 -0.01 -0.05 0.02
O 2.856867 -0.477810 1.778949 -0.03 0.03 0.04
O 1.674930 0.101321 -1.181531 0.00 0.26 -0.06
O 0.514331 -2.047477 -0.227533 -0.18 0.04 0.22
O -2.449713 0.167539 -3.970863 -0.09 -0.02 -0.08
O 1.692450 -0.779126 3.963969 -0.02 0.03 0.01
N 2.021104 5.751649 3.537388 -0.03 0.02 -0.01
N 0.446956 -0.229238 1.856714 0.01 0.22 0.06
N -0.606684 1.853269 -0.593054 0.11 0.10 0.15
N -1.077150 0.229632 -1.922422 0.10 -0.08 -0.29
N -1.295540 -0.125546 3.540722 -0.01 -0.02 -0.02
N -1.602295 -0.262201 1.181499 -0.02 0.17 0.08
C 2.514730 2.436525 2.022288 0.03 -0.02 0.02
C 2.308700 -3.437838 -0.895428 -0.08 -0.05 -0.05
C -2.623878 -0.134521 3.636759 0.01 0.00 0.01
C 2.716515 -3.904378 -5.218472 -0.06 -0.03 -0.05
C -0.826670 -0.214461 2.307314 0.05 -0.04 0.03
C -1.484467 3.901282 -2.144963 -0.01 -0.01 0.01
C 1.358353 -1.790658 -5.064244 -0.01 0.05 -0.03
C 0.287235 -1.061724 -4.583518 0.06 0.03 0.08
C 2.290468 -1.008282 -1.308574 0.02 0.11 -0.11
C 1.438907 2.172181 4.165668 -0.02 0.00 -0.01
C -3.489384 -0.212957 2.552698 0.01 -0.01 0.01
C -0.422966 3.104249 -0.166559 -0.06 -0.03 0.13
C 3.528045 -1.127508 -1.988848 0.05 0.03 -0.04
C 1.473432 3.541852 4.348777 -0.01 0.00 0.00
C 0.580472 -3.733673 -3.897629 0.02 -0.02 0.04
C -2.919634 -0.259601 1.292096 -0.04 -0.12 -0.08
C 1.661212 -2.180192 -0.768749 -0.09 -0.21 0.06
C -1.172433 1.582423 -1.793459 0.00 0.14 -0.01
C 2.027625 4.375593 3.373424 0.01 -0.02 -0.01
C -1.656320 2.612574 -2.604784 -0.01 0.04 0.02
C 2.546605 3.805258 2.205721 0.01 0.01 0.02
C 4.118275 -2.355825 -2.114917 -0.01 0.00 0.04
C -0.619624 -1.674290 -3.726158 0.11 0.00 0.25
C 3.501754 -3.524612 -1.558881 0.00 0.00 -0.04
C -0.487350 -3.009376 -3.384959 -0.04 0.00 -0.04
C 1.961770 1.621281 3.003344 0.01 0.04 -0.04
C 1.528557 -3.132276 -4.716575 -0.01 -0.04 0.02
C -0.857512 4.166672 -0.923981 -0.01 0.00 -0.01
H -4.559785 -0.224333 2.683717 0.00 0.00 0.00
H 1.070864 3.976511 5.255951 0.00 0.00 0.00
H -2.129170 2.387597 -3.545971 0.01 -0.01 0.00
H 1.010547 1.520138 4.915274 0.00 0.00 0.01
H 2.718761 -3.949219 -6.309010 0.01 0.00 0.00
H 0.065168 3.221668 0.792974 0.01 0.00 -0.02
H -3.491911 -0.312954 0.373846 0.02 0.03 -0.01
H -0.714435 5.177133 -0.571958 0.00 0.00 0.01
H 0.156607 -0.021073 -4.851145 0.02 0.01 0.01
H -1.840326 4.724997 -2.750551 0.01 0.00 0.00
H -3.018776 -0.067933 4.644565 -0.01 0.00 0.00
H 2.695806 6.265848 2.996202 0.01 0.00 0.01
H 2.079042 -1.314087 -5.718495 0.01 0.00 0.01
H 2.715198 -4.924180 -4.835473 0.00 0.01 0.00
H -1.214231 -3.471267 -2.730978 0.02 0.03 0.05
H 3.647123 -3.428384 -4.909897 0.05 0.02 0.00
H 0.683121 -4.781884 -3.642952 0.02 0.01 0.04
H 2.984864 4.443618 1.447346 0.00 0.00 0.00
H 1.933912 6.085466 4.482585 0.01 0.00 0.00
H 2.926390 1.988647 1.126170 -0.01 0.00 0.00
```
Positions in Å, forces in eV/Å.

The electronic energy comes out at -4600.5309 hartree. Its LUMO energy (spin up / spin down) is 0.1 / -2.1 eV. Its HOMO energy (spin up / spin down) is -8.14 / -8.45 eV. Its expectation value of S² is 0.7661. The spin multiplicity is 2. The energy above the lowest of the compared OMol25 structures with the same formula, charge and spin is 0.000 eV.

Results of the Mulliken charge analysis, in e, for atoms 1 through 5:
1. Ir 2.20
2. Cl -0.20
3. Cl -0.16
4. Cl -0.13
5. Cl -0.17


[3]
Density functional theory data (wB97M-V/def2-TZVPD) for a cluster of 3 separate species, C13H33BrClO3P in total in a non-equilibrium geometry.

XYZ file:
```
52
Properties=species:S:1:pos:R:3:forces:R:3
Br -1.454216 -1.023919 3.758470 0.36 -0.55 0.85
Cl -1.977176 1.294645 -0.091798 0.32 0.07 -0.40
P -1.628993 0.143533 1.725951 -0.93 0.35 -0.02
O 3.346699 -3.165815 -2.138611 0.24 0.02 0.21
O -4.299190 0.225769 1.014047 -0.12 -0.42 1.28
O -1.132984 3.298289 -4.623911 0.29 0.13 0.15
C 3.897835 -1.983702 -2.712529 -0.37 -0.06 -0.15
C -2.881433 3.293114 -2.944209 0.03 -0.02 0.02
C -1.853927 4.112434 -3.701804 -0.29 -0.22 -0.20
C -0.432892 1.460126 2.298748 0.97 0.42 -0.38
C -3.488736 0.389174 2.154178 0.14 0.63 -0.46
C 2.777667 -2.675642 2.560238 -0.18 -0.61 -0.41
C 2.933742 -0.354354 1.356665 -0.43 -0.39 -0.21
C 0.960629 1.361482 1.577236 0.09 -0.38 1.10
C -1.128419 -1.346282 0.734605 0.71 0.04 -0.45
C -4.963553 -1.035178 0.981599 -0.51 -0.14 -0.64
C 1.722165 0.146741 2.195726 -0.24 0.21 -0.87
C 2.868030 -1.905671 1.210935 0.35 0.11 0.70
C 2.855965 -0.883194 -2.785183 0.01 0.05 0.02
H 1.978258 0.422701 3.234217 0.02 -0.30 -0.41
H -1.129225 4.546829 -3.013312 0.09 -0.06 -0.11
H -3.568800 1.438891 2.505008 0.24 -0.38 -0.30
H 2.374180 -3.682524 2.328455 0.22 0.41 0.26
H 3.901971 -0.006143 1.758612 -0.39 -0.25 -0.05
H 0.861682 1.325316 0.481237 -0.07 -0.19 0.38
H -6.050478 -0.852610 0.883091 0.48 -0.08 -0.02
H 3.276103 0.028134 -3.214995 -0.06 -0.01 -0.01
H -3.598145 2.838868 -3.634077 -0.05 0.11 0.00
H -4.817748 -1.650875 1.884011 0.20 0.28 -0.31
H 4.281878 -2.218586 -3.710745 0.11 0.14 0.01
H -0.334553 -1.010788 0.036509 -0.42 -0.05 0.35
H -1.941479 -1.727295 0.093001 0.05 0.50 0.46
H 2.470703 -0.657257 -1.789562 0.07 0.01 0.00
H -0.723990 -2.173522 1.333135 -0.29 0.47 0.04
H 2.855395 0.049922 0.326754 0.09 0.02 0.52
H 3.751361 -2.287143 0.671416 -0.38 0.20 0.02
H -0.846993 2.455116 2.071011 -0.30 -0.57 0.00
H -2.336751 4.927191 -4.252501 0.00 0.10 0.14
H 4.735617 -1.676104 -2.086470 -0.02 -0.14 0.05
H -4.616823 -1.576366 0.081604 -0.19 0.03 0.46
H 2.614977 -3.443793 -2.694343 -0.07 -0.06 -0.04
H -0.269187 1.385281 3.386833 -0.21 -0.15 -0.51
H -3.775920 -0.248007 2.999547 0.15 -0.01 -0.47
H 2.004894 -1.196394 -3.395524 0.06 0.04 -0.08
H 1.983447 -2.176758 0.602801 0.37 0.25 0.20
H 3.754180 -2.848396 3.042391 -0.29 0.33 -0.22
H 2.091493 -2.232467 3.299182 0.26 -0.01 -0.33
H 1.547578 2.268527 1.817345 -0.44 -0.21 -0.20
H -1.768312 2.923451 -5.237781 -0.06 -0.06 -0.06
H -3.428424 3.912546 -2.230686 -0.02 -0.05 -0.01
H 0.999533 -0.688796 2.257189 0.38 0.35 0.12
H -2.397639 2.479504 -2.403705 0.00 0.11 -0.01
```
Positions in Å, forces in eV/Å.

The electronic energy comes out at -4116.3727 hartree. Its LUMO energy is 0.6 eV. Its HOMO energy is -9.48 eV. The spin multiplicity is 1.

Results of the Mulliken charge analysis, in e, for atoms 1 through 5:
1. Br -0.44
2. Cl -0.33
3. P 0.69
4. O -0.49
5. O -0.33